1.
A structure of composition C24H29GeNS4SeSm in a non-equilibrium geometry. Source: the Open Molecules 2025 dataset; level of theory: ωB97M-V with the def2-TZVPD basis set.

Calculated values
net charge = +1
HOMO-LUMO gap (alpha / beta) = 7.037 / 8.162 eV
multiplicity = 6

Last column: natural (NBO) charge in e.
Cartesian coordinates (Å):
1 Sm 0.487 -0.489 -0.700  1.44
2 S -0.406 -1.963 -2.691  -0.31
3 C -0.944 -3.136 -1.419  -0.21
4 C -2.263 -3.554 -1.291  -0.22
5 C -2.643 -4.468 -0.327  -0.16
6 C -1.749 -5.057 0.567  -0.20
7 C -0.451 -4.656 0.473  -0.23
8 C -0.042 -3.719 -0.457  -0.16
9 S 1.641 -3.140 -0.275  0.27
10 C 2.450 -3.515 -1.884  -0.56
11 C 3.292 -2.396 -2.456  0.23
12 C 4.539 -2.632 -3.095  -0.22
13 C 5.337 -1.601 -3.524  -0.14
14 C 4.793 -0.349 -3.473  -0.23
15 C 3.568 -0.168 -2.820  0.21
16 C 3.002 1.243 -2.570  -0.56
17 S 1.185 1.231 -2.800  0.26
18 C 0.716 2.706 -1.791  -0.20
19 C 0.134 3.731 -2.507  -0.23
20 C -0.229 4.888 -1.961  -0.20
21 C -0.104 5.019 -0.577  -0.17
22 C 0.485 3.989 0.176  -0.23
23 C 0.888 2.753 -0.393  -0.18
24 S 1.777 1.549 0.601  -0.35
25 N 2.809 -1.167 -2.323  -0.48
26 H -3.072 -3.136 -1.846  0.23
27 H -3.695 -4.670 -0.251  0.22
28 H -2.162 -5.603 1.376  0.23
29 H 0.232 -4.995 1.251  0.23
30 H 1.619 -3.663 -2.552  0.27
31 H 2.983 -4.505 -1.867  0.25
32 H 4.896 -3.625 -3.062  0.22
33 H 6.229 -1.921 -4.039  0.24
34 H 5.360 0.451 -3.979  0.24
35 H 3.338 2.068 -3.262  0.26
36 H 3.155 1.441 -1.504  0.28
37 H 0.120 3.547 -3.584  0.23
38 H -0.586 5.686 -2.597  0.23
39 H -0.332 5.974 -0.093  0.23
40 H 0.521 4.180 1.239  0.23
41 C -0.979 -0.349 4.464  -1.09
42 Ge -2.098 1.156 3.979  1.57
43 C -1.774 2.809 5.068  -1.05
44 C -3.982 0.404 4.125  -1.04
45 C -1.695 1.548 2.065  -1.01
46 Se -2.130 0.088 0.857  0.32
47 C -2.663 1.216 -0.693  -0.79
48 H -0.860 -0.225 5.562  0.25
49 H -0.023 -0.192 4.001  0.23
50 H -1.397 -1.298 4.219  0.23
51 H -1.035 2.732 5.833  0.24
52 H -2.701 3.056 5.642  0.24
53 H -1.517 3.630 4.440  0.23
54 H -4.764 0.986 4.638  0.24
55 H -3.896 -0.492 4.692  0.23
56 H -4.243 0.206 3.104  0.22
57 H -0.635 1.741 1.860  0.25
58 H -2.256 2.325 1.583  0.24
59 H -3.432 1.976 -0.504  0.25
60 H -2.993 0.602 -1.535  0.25
61 H -1.805 1.753 -1.113  0.22



2.
An isolated molecule of C24H29N3O3. Source: the Open Molecules 2025 dataset; level of theory: ωB97M-V with the def2-TZVPD basis set.

Calculated values
HOMO-LUMO gap = 8.479 eV
ΔE to the lowest compared entry with this formula, charge and spin = 329.65 kJ/mol
SMILES string = CCN1CCN([C@@H](c2ccc(OC)cc2)[C@H](O)C(=O)c2c[nH]c3ccccc23)CC1

Last column: natural (NBO) charge in e.
Cartesian coordinates (Å):
1 C 5.955 0.806 1.963  -0.64
2 C 5.892 -0.180 0.791  -0.20
3 N 4.622 -0.295 0.106  -0.45
4 C 4.183 0.902 -0.576  -0.23
5 C 3.007 0.556 -1.487  -0.23
6 N 1.907 0.035 -0.685  -0.47
7 C 0.690 -0.169 -1.470  -0.07
8 C -0.363 -0.939 -0.713  -0.09
9 C -0.980 -2.030 -1.302  -0.13
10 C -2.034 -2.683 -0.683  -0.33
11 C -2.488 -2.244 0.553  0.31
12 O -3.542 -2.782 1.236  -0.50
13 C -4.196 -3.898 0.685  -0.25
14 C -1.850 -1.166 1.167  -0.25
15 C -0.804 -0.524 0.543  -0.18
16 C 0.105 1.240 -1.819  0.02
17 O 0.243 2.103 -0.733  -0.73
18 C -1.325 1.003 -2.309  0.57
19 O -1.459 0.616 -3.457  -0.57
20 C -2.473 1.067 -1.411  -0.27
21 C -3.527 0.203 -1.627  0.08
22 N -4.453 0.330 -0.652  -0.51
23 C -4.052 1.306 0.220  0.11
24 C -4.697 1.792 1.349  -0.23
25 C -4.090 2.822 2.035  -0.22
26 C -2.881 3.360 1.590  -0.24
27 C -2.238 2.878 0.471  -0.21
28 C -2.806 1.811 -0.225  0.01
29 C 2.367 -1.169 -0.008  -0.21
30 C 3.538 -0.819 0.907  -0.23
31 H 5.733 1.817 1.632  0.20
32 H 6.954 0.798 2.390  0.21
33 H 5.247 0.528 2.741  0.20
34 H 6.635 0.109 0.041  0.19
35 H 6.152 -1.180 1.151  0.19
36 H 3.861 1.690 0.127  0.17
37 H 5.007 1.288 -1.180  0.21
38 H 3.336 -0.187 -2.232  0.18
39 H 2.689 1.457 -2.012  0.21
40 H 0.899 -0.693 -2.417  0.20
41 H -0.653 -2.369 -2.274  0.21
42 H -2.492 -3.522 -1.183  0.22
43 H -4.650 -3.664 -0.284  0.17
44 H -4.980 -4.161 1.394  0.20
45 H -3.516 -4.748 0.569  0.18
46 H -2.207 -0.837 2.130  0.23
47 H -0.338 0.319 1.027  0.23
48 H 0.651 1.641 -2.690  0.18
49 H 0.982 1.750 -0.207  0.50
50 H -3.627 -0.513 -2.420  0.23
51 H -5.290 -0.221 -0.559  0.42
52 H -5.642 1.380 1.669  0.21
53 H -4.560 3.227 2.919  0.21
54 H -2.444 4.182 2.139  0.21
55 H -1.311 3.309 0.138  0.24
56 H 2.697 -1.929 -0.736  0.17
57 H 1.552 -1.584 0.585  0.22
58 H 3.185 -0.095 1.662  0.17
59 H 3.880 -1.721 1.419  0.20



3.
A cluster of 5 separate species, C24H29N5O8 in total in a non-equilibrium geometry. Source: the Open Molecules 2025 dataset; level of theory: ωB97M-V with the def2-TZVPD basis set.

Calculated values
HOMO-LUMO gap = 7.378 eV
ΔE to the lowest compared entry with this formula, charge and spin = 1133.25 kJ/mol
SMILES string = O=[N+]([O-])c1ccccc1.O=[N+]([O-])c1ccccc1.O=[N+]([O-])c1ccccc1.CN(C)C=O.CN(C)C=O

Last column: natural (NBO) charge in e.
Cartesian coordinates (Å):
1 O -0.326 -2.871 0.184  -0.39
2 N -0.075 -1.663 -0.129  0.52
3 O 1.001 -1.208 -0.471  -0.36
4 C -1.085 -0.521 0.112  0.00
5 C -0.731 0.932 -0.032  -0.10
6 C -1.820 2.017 0.499  -0.18
7 C -3.074 1.424 0.898  -0.19
8 C -3.414 0.051 0.908  -0.26
9 C -2.473 -0.939 0.621  -0.18
10 H 0.113 1.292 -0.357  0.20
11 H -1.397 2.950 0.492  0.22
12 H -4.006 2.035 1.104  0.22
13 H -4.545 0.011 1.216  0.23
14 H -2.809 -2.140 0.605  0.26
15 O 5.057 3.183 1.565  -0.41
16 N 4.361 2.159 1.360  0.51
17 O 3.711 2.025 0.397  -0.33
18 C 4.538 0.959 2.266  0.02
19 C 3.330 -0.179 2.145  -0.18
20 C 3.569 -1.403 3.083  -0.13
21 C 4.782 -1.550 3.926  -0.20
22 C 5.744 -0.490 4.050  -0.21
23 C 5.690 0.751 3.185  -0.22
24 H 2.600 -0.030 1.318  0.26
25 H 2.936 -2.002 3.219  0.15
26 H 4.930 -2.337 4.598  0.22
27 H 6.654 -0.787 4.775  0.24
28 H 6.405 1.720 3.084  0.28
29 O -1.748 3.530 -4.199  -0.39
30 N -0.548 3.662 -3.601  0.46
31 O -0.195 2.827 -2.711  -0.36
32 C 0.237 4.959 -3.722  0.02
33 C -0.230 6.220 -4.537  -0.19
34 C 0.624 7.387 -4.666  -0.19
35 C 1.939 7.277 -3.792  -0.17
36 C 2.291 6.292 -2.869  -0.24
37 C 1.453 4.937 -2.785  -0.09
38 H -1.335 6.134 -4.850  0.26
39 H 0.440 8.233 -5.191  0.22
40 H 2.713 8.221 -3.808  0.22
41 H 3.208 6.485 -2.443  0.22
42 H 1.752 4.181 -2.184  0.23
43 C 3.475 -4.085 -0.624  -0.42
44 N 3.179 -4.404 -1.937  -0.43
45 C 4.299 -4.748 -2.903  -0.43
46 C 1.915 -4.193 -2.341  0.51
47 O 1.483 -4.326 -3.533  -0.64
48 H 2.608 -4.136 -0.003  0.22
49 H 3.570 -2.995 -0.614  0.19
50 H 4.419 -4.584 -0.036  0.21
51 H 3.821 -5.276 -3.749  0.24
52 H 5.051 -5.512 -2.407  0.21
53 H 4.764 -3.770 -3.226  0.21
54 H 1.277 -4.223 -1.565  0.13
55 C -8.009 -1.713 1.476  -0.40
56 N -7.568 -2.616 2.600  -0.44
57 C -6.225 -3.178 2.697  -0.41
58 C -8.521 -3.036 3.475  0.51
59 O -8.306 -3.865 4.340  -0.63
60 H -7.249 -0.979 1.172  0.20
61 H -8.957 -1.239 1.713  0.22
62 H -8.070 -2.454 0.500  0.19
63 H -6.076 -3.135 3.797  0.24
64 H -5.402 -2.649 2.142  0.20
65 H -6.203 -4.053 2.234  0.19
66 H -9.561 -2.596 3.528  0.13